No. 1
54
Properties=species:S:1:pos:R:3:mulliken_charge:R:1 method="wB97M-V/def2-TZVPD" total_charge=-1 orbital_gap_ha=0.087 lumo_energy_ev=0.666 e_tot_ev=-37464.3223
C -3.698 2.093 0.959 -0.077
C -4.033 1.016 0.188 -0.844
N -4.369 -0.186 0.810 0.962
O -4.334 -0.151 2.073 -0.590
O -4.694 -1.222 0.175 -0.566
C -3.418 3.428 0.471 1.034
C -2.899 4.427 1.341 -0.454
C -2.566 5.689 0.860 -0.478
C -2.777 6.003 -0.494 -0.344
C -3.324 5.047 -1.361 -0.621
C -3.645 3.774 -0.886 -0.346
H -3.643 1.944 2.039 0.368
H -4.055 1.028 -0.900 0.346
H -2.759 4.170 2.393 0.328
H -2.140 6.433 1.536 0.354
H -2.514 6.992 -0.869 0.349
H -3.500 5.288 -2.410 0.355
H -4.080 3.028 -1.553 0.212
C -3.029 -4.853 -0.109 -1.072
C -1.887 -4.532 -1.048 -0.232
O -1.368 -3.228 -0.671 -0.174
C -0.328 -2.786 -1.418 0.572
C 0.178 -1.508 -0.870 -0.834
N 1.389 -1.176 -1.164 -0.329
C 2.461 -0.865 -0.467 -0.178
C 3.589 -0.227 -1.156 0.747
C 4.851 -0.027 -0.548 -0.392
C 5.895 0.579 -1.248 -0.799
C 5.715 0.962 -2.582 -0.388
C 4.478 0.752 -3.209 -0.504
C 3.429 0.157 -2.502 -0.532
C 2.484 -1.178 0.980 0.401
C 3.021 -0.274 1.920 -0.560
C 2.908 -0.529 3.288 -0.633
C 2.208 -1.652 3.738 -0.407
C 1.643 -2.542 2.818 -0.616
C 1.817 -2.327 1.452 -0.244
O 0.160 -3.386 -2.359 -0.710
H -3.339 -5.893 -0.237 0.390
H -2.746 -4.709 0.940 0.278
H -3.894 -4.214 -0.314 0.212
H -1.080 -5.274 -0.960 0.299
H -2.235 -4.481 -2.091 0.274
H -0.496 -0.984 -0.184 0.455
H 5.011 -0.353 0.479 0.524
H 6.850 0.753 -0.748 0.345
H 6.535 1.426 -3.129 0.336
H 4.331 1.059 -4.247 0.348
H 2.467 -0.022 -2.983 0.388
H 3.502 0.638 1.564 0.577
H 3.353 0.170 3.998 0.341
H 2.091 -1.829 4.805 0.349
H 1.057 -3.398 3.158 0.359
H 1.425 -3.052 0.735 0.420

---

No. 2
64
Properties=species:S:1:pos:R:3:mulliken_charge:R:1 method="wB97M-V/def2-TZVPD" e_above_lowest_kj_mol=98.7 total_charge=0 orbital_gap_ha="0.228 / 0.248" lumo_energy_ev="-1.625 / -1.110" multiplicity=2 e_tot_ev=-132543.8389
Ru 0.368 -0.450 0.977 0.494
F -5.805 2.295 -0.752 -0.300
C -4.894 1.526 -0.160 0.483
C -3.662 2.052 0.191 -0.050
F -3.375 3.325 -0.092 -0.290
C -2.744 1.246 0.831 0.471
F -1.565 1.749 1.207 -0.243
C -2.989 -0.095 1.126 0.251
S -1.818 -1.100 1.924 -0.411
C -4.244 -0.589 0.770 0.232
F -4.555 -1.854 1.046 -0.331
C -5.179 0.202 0.128 0.149
F -6.359 -0.306 -0.223 -0.287
C 0.295 5.052 -0.764 -1.797
C 1.333 3.968 -0.491 1.711
C 1.821 4.091 0.956 -1.842
C 2.510 4.101 -1.465 -1.614
N 0.621 2.692 -0.642 -0.374
N 1.322 1.513 -0.284 -0.093
H 0.724 6.039 -0.590 0.434
H -0.557 4.920 -0.100 0.362
H -0.067 5.009 -1.793 0.408
H 2.033 5.133 1.186 0.467
H 2.733 3.518 1.134 0.418
H 1.045 3.740 1.638 0.383
H 3.014 5.057 -1.317 0.415
H 2.162 4.052 -2.498 0.388
H 3.245 3.307 -1.312 0.304
H 0.196 2.585 -1.552 0.307
H 1.894 1.747 0.520 0.209
H 1.943 1.177 -1.021 0.192
C 2.921 -7.691 -0.317 -1.462
C 2.518 -6.247 -0.418 0.620
C 3.137 -5.402 -1.327 -1.066
C 2.758 -4.076 -1.482 0.956
C 3.444 -3.209 -2.501 -1.879
C 1.725 -3.570 -0.682 0.215
Se 1.243 -1.724 -0.952 0.032
C 1.093 -4.402 0.258 1.360
C -0.007 -3.906 1.136 -1.486
C 1.504 -5.725 0.373 -1.098
H 3.841 -7.879 -0.868 0.355
H 2.141 -8.330 -0.736 0.315
H 3.071 -7.986 0.722 0.353
H 3.944 -5.786 -1.941 0.262
H 4.236 -3.755 -3.009 0.390
H 3.864 -2.320 -2.028 0.354
H 2.725 -2.862 -3.246 0.399
H 0.381 -3.182 1.860 0.184
H -0.470 -4.719 1.693 0.305
H -0.773 -3.416 0.538 0.331
H 1.003 -6.370 1.086 0.374
S 1.899 -0.661 2.814 -0.336
C 3.367 -0.749 1.838 0.077
C 4.002 0.436 1.462 -0.368
C 5.111 0.403 0.634 -0.624
C 5.611 -0.816 0.196 -0.537
C 5.022 -1.998 0.624 -0.409
C 3.910 -1.973 1.449 -0.537
H 3.617 1.375 1.843 0.762
H 5.598 1.324 0.338 0.429
H 6.468 -0.842 -0.464 0.402
H 5.425 -2.954 0.315 0.448
H 3.451 -2.895 1.780 0.434